[1]
{"formula": "C2H6O3", "method": "the ωB97M-V functional and the def2-TZVPD basis", "max_force_ev_per_a": 5.2, "energy_ev": -8312.02541, "smiles": "O=CO.CO", "lumo_energy_ev": 0.75, "e_homo_ev": -10.9, "elements": ["C", "O", "H", "H", "H", "H", "O", "C", "O", "H", "H"], "xyz": [[1.750976, 0.111070, 0.326709], [1.149588, 0.241964, -0.937120], [2.818247, 0.321027, 0.100051], [1.427509, 0.941597, 0.965672], [1.648027, -0.761530, 0.878244], [0.270629, -0.029021, -1.271523], [-2.128333, -1.171088, -0.854567], [-2.248024, -0.262981, -0.026673], [-1.138435, 0.369150, 0.453489], [-3.025622, -0.229684, 0.686502], [-0.524563, 0.469496, -0.320784]], "atomic_forces_ev_per_a": [[0.777, 2.698, -0.461], [-0.206, 0.321, -2.146], [-0.581, -0.439, 0.315], [-0.055, -0.132, 0.066], [-0.430, -2.028, 0.493], [1.371, -1.041, 0.646], [-0.898, 2.617, 0.661], [3.400, -3.865, -0.314], [-1.388, 1.025, -1.300], [-1.533, 0.674, 0.419], [-0.456, 0.170, 1.622]]}



[2]
{"formula": "C2H6O3", "method": "the ωB97M-V functional and the def2-TZVPD basis", "max_force_ev_per_a": 7.6, "energy_ev": -8312.14134, "smiles": "O=CO.CO", "lumo_energy_ev": 0.32, "e_homo_ev": -10.5, "elements": ["C", "O", "H", "H", "H", "H", "O", "C", "O", "H", "H"], "xyz": [[1.557792, -0.159036, 0.486389], [0.868442, -0.131495, -0.702380], [1.667467, 0.941400, 0.602759], [0.688896, -0.268857, 1.134806], [2.464306, -0.740315, 0.664619], [1.571603, -0.140181, -1.466839], [-2.943670, -0.687304, 0.507384], [-1.985001, -0.268475, -0.096909], [-1.511620, 0.982456, 0.196168], [-1.598698, -0.669061, -0.892608], [-0.779512, 1.140870, -0.433389]], "atomic_forces_ev_per_a": [[-1.421, 3.310, 2.016], [2.023, -1.607, -5.750], [1.499, -0.498, 0.964], [0.761, -1.031, 1.117], [-0.446, -0.226, -0.351], [-2.269, 0.104, 1.944], [1.137, -0.179, -0.444], [-4.223, 3.582, 5.268], [0.474, -0.752, -0.688], [2.630, -2.690, -4.526], [-0.164, -0.012, 0.449]]}